[1]
Below is a 5-piece molecular cluster, C33H36BrN5O12S2 overall at a distorted geometry, with properties calculated with ωB97M-V with the def2-TZVPD basis set.

Calculated values
Multiplicity: 1
Highest occupied orbital energy (Ha): -0.3095
E (hartree): -5825.73160
Gap between HOMO and LUMO (eV): 7.75
LUMO (eV): -0.6723
SMILES: C[C@H](O)CNCCO[C@]1(S)C(=O)O[C@H](S)[C@@H]1Br.O=[N+]([O-])c1ccccc1.O=[N+]([O-])c1ccccc1.O=[N+]([O-])c1ccccc1.O=[N+]([O-])c1ccccc1

Last column: Löwdin charge in e.
Atoms and positions in Å:
C 4.43732 1.52789 -1.97903  -0.03
C 2.93058 1.33537 -1.98295  -0.45
O 2.57286 0.13964 -2.63875  -0.03
C 2.22072 2.45368 -2.68127  -0.18
N 0.77181 2.40374 -2.46988  -0.05
C 0.24838 3.69432 -2.09624  -0.22
C -1.00437 3.66811 -1.19687  -0.14
O -1.63468 2.39305 -1.04884  -0.15
C -2.63199 2.08349 -1.93017  -0.75
S -2.15898 2.08299 -3.69984  0.94
C -3.99742 2.74207 -1.73152  -0.55
O -4.28224 3.75733 -1.17362  0.16
O -4.89011 1.92428 -2.33981  -0.03
C -4.39039 0.59891 -2.41674  -0.70
S -5.60668 -0.56084 -1.69927  0.77
C -3.10492 0.64169 -1.59215  -0.54
Br -3.61476 0.73079 0.31994  0.86
H 4.87556 0.94479 -1.18692  0.08
H 4.82601 1.17070 -2.91597  0.08
H 4.66716 2.56733 -1.84224  0.08
H 2.59704 1.33204 -0.94769  0.14
H 3.26404 -0.50586 -2.50465  0.08
H 2.47173 2.36019 -3.72917  0.13
H 2.63321 3.37550 -2.29516  0.10
H 0.61188 1.71419 -1.75090  0.10
H -0.02323 4.20610 -3.00778  0.10
H 0.97866 4.33120 -1.60975  0.08
H -1.72586 4.36672 -1.58401  0.12
H -0.70716 3.94812 -0.20945  0.10
H -3.02262 3.00138 -4.13537  -0.09
H -4.27211 0.23669 -3.41264  0.09
H -6.45353 -0.54637 -2.73149  -0.14
H -2.37598 -0.12672 -1.71589  0.10
O 6.02129 -2.09960 -6.89373  0.08
N 5.04299 -1.70603 -6.29462  -0.36
O 4.89683 -0.57626 -5.87927  0.07
C 3.95905 -2.67116 -6.04670  -0.15
C 4.11542 -3.97598 -6.47117  -0.01
C 3.10271 -4.88478 -6.21595  -0.07
C 1.95479 -4.47945 -5.54794  -0.07
C 1.81481 -3.16151 -5.13820  -0.06
C 2.82181 -2.24807 -5.38660  0.00
H 5.01062 -4.28280 -6.98918  0.12
H 3.21065 -5.91125 -6.53639  0.11
H 1.16702 -5.19181 -5.34442  0.11
H 0.92299 -2.84644 -4.62255  0.11
H 2.71204 -1.22181 -5.06569  0.11
O 2.43088 5.15872 0.15696  0.07
N 1.57159 5.65213 0.85563  -0.34
O 0.70590 5.02261 1.42357  0.08
C 1.57145 7.11235 1.01375  -0.15
C 2.52327 7.85742 0.34634  0.00
C 2.50649 9.23450 0.48281  -0.06
C 1.54767 9.84288 1.28102  -0.07
C 0.60467 9.07445 1.94930  -0.06
C 0.61239 7.69683 1.81686  0.00
H 3.26504 7.37636 -0.27199  0.12
H 3.24067 9.83356 -0.03607  0.11
H 1.53463 10.91936 1.38159  0.11
H -0.13979 9.54888 2.57202  0.11
H -0.11884 7.09210 2.33037  0.12
O -1.36885 -4.04106 -0.51293  0.08
N -1.76691 -3.14482 0.20028  -0.35
O -2.57749 -2.30762 -0.13259  0.03
C -1.23494 -3.06861 1.56630  -0.15
C -0.28821 -3.98970 1.97155  0.00
C 0.22274 -3.89929 3.25497  -0.06
C -0.21715 -2.89776 4.11126  -0.08
C -1.17545 -1.98757 3.68421  -0.05
C -1.69134 -2.06873 2.40222  0.00
H 0.04858 -4.76483 1.30043  0.12
H 0.96470 -4.60889 3.59038  0.11
H 0.18666 -2.82742 5.10693  0.09
H -1.52001 -1.21069 4.35175  0.11
H -2.43330 -1.36249 2.06093  0.07
O -0.08828 -5.76650 6.04522  0.08
N -0.95554 -5.13853 6.61390  -0.34
O -0.89562 -3.95074 6.85354  0.07
C -2.16221 -5.86297 7.03752  -0.15
C -2.24291 -7.22140 6.80409  0.00
C -3.37329 -7.90268 7.22053  -0.06
C -4.40146 -7.22132 7.85683  -0.07
C -4.30367 -5.85417 8.07456  -0.06
C -3.17588 -5.16526 7.66366  0.00
H -1.43967 -7.74343 6.30805  0.12
H -3.45108 -8.96664 7.05004  0.11
H -5.28131 -7.75752 8.18458  0.11
H -5.10583 -5.32416 8.56727  0.11
H -3.09129 -4.10290 7.83086  0.12

[2]
Below is C36H35BrGaN2O6P as an isolated structure at a distorted geometry, with properties calculated with ωB97M-V with the def2-TZVPD basis set.

Calculated values
Multiplicity: 1
Highest occupied orbital energy (Ha): -0.2812
E (hartree): -6793.97470
Gap between HOMO and LUMO (eV): 6.97
LUMO (eV): -0.6794

Last column: Löwdin charge in e.
Atoms and positions in Å:
Ga 3.89057 -18.66556 -2.39726  0.38
O 2.19702 -23.04363 1.32818  0.15
C 2.48414 -22.16866 0.55144  -0.24
C 1.62992 -21.61547 -0.58991  -0.27
O 0.53189 -22.00822 -0.94955  0.11
C 2.48624 -20.59469 -1.16190  -0.30
C 3.67603 -20.45090 -0.42984  -0.28
O 4.58832 -19.59649 -0.79282  -0.05
C 3.78576 -21.36268 0.68575  -0.27
O 4.60202 -21.47929 1.58567  0.12
O 2.12622 -19.78641 -2.10635  -0.06
C 10.13368 -17.76988 -6.43204  -0.05
C 10.46420 -18.60911 -5.15151  -0.54
C 11.68150 -17.84401 -4.45584  -0.05
C 10.85816 -20.04756 -5.45739  -0.07
C 9.23562 -18.56478 -4.26874  -0.21
C 8.21053 -19.48500 -4.35084  -0.09
C 7.05822 -19.31902 -3.57502  -0.56
Br 5.84159 -20.75488 -3.53640  0.91
C 6.79900 -18.12868 -2.89936  -0.39
O 5.60374 -17.70219 -2.58709  -0.13
C 7.95191 -17.39402 -2.51864  -0.07
C 9.09282 -17.56908 -3.30463  -0.01
C 8.03981 -16.64762 -1.13664  -0.50
C 6.97240 -17.10081 -0.12582  -0.05
C 7.93008 -15.10917 -1.30384  -0.05
C 9.42155 -17.07058 -0.58259  -0.05
H 10.97997 -17.80785 -7.15952  0.09
H 9.89456 -16.72655 -6.12950  0.09
H 9.25334 -18.19358 -6.90496  0.06
H 12.61609 -18.05590 -5.01065  0.08
H 11.83975 -18.30116 -3.46199  0.09
H 11.43919 -16.76880 -4.39913  0.07
H 11.87818 -20.10368 -5.92964  0.09
H 10.15987 -20.52766 -6.18474  0.08
H 10.88328 -20.71194 -4.55752  0.10
H 8.27441 -20.30330 -5.09521  0.11
H 9.85834 -16.84451 -3.16269  0.08
H 5.96319 -16.83125 -0.43083  0.05
H 7.24633 -16.71810 0.87384  0.09
H 6.96581 -18.22561 -0.10011  0.11
H 6.91575 -14.73947 -1.61513  0.09
H 8.56193 -14.78563 -2.13353  0.07
H 8.22759 -14.59841 -0.38396  0.08
H 9.46464 -18.15006 -0.43962  0.09
H 9.68721 -16.57133 0.37471  0.09
H 10.21241 -16.83162 -1.31353  0.07
N 2.90271 -16.20941 -3.92630  -0.07
P 3.18444 -17.73778 -4.61506  1.06
C 1.70865 -18.05696 -5.51376  -0.35
C 0.75572 -18.93046 -4.96083  -0.04
C -0.46091 -19.01325 -5.62906  -0.06
C -0.70507 -18.32764 -6.82001  -0.06
C 0.31862 -17.55234 -7.38982  -0.07
C 1.51576 -17.42082 -6.73615  -0.11
C 4.41031 -17.48896 -5.92623  -0.34
C 5.35065 -16.45647 -5.79730  -0.08
C 6.19945 -16.20059 -6.87364  -0.07
C 6.22755 -17.03446 -8.00936  -0.06
C 5.27988 -18.05537 -8.09820  -0.07
C 4.39085 -18.29892 -7.06634  -0.10
C 2.83027 -15.94367 -2.56886  -0.34
C 2.51151 -14.62923 -2.15578  0.02
C 2.35809 -14.34384 -0.78502  -0.01
C 2.70465 -15.34174 0.16032  -0.03
C 3.07435 -16.58597 -0.33743  -0.05
N 3.06748 -16.90814 -1.68507  0.08
H 2.73597 -15.44244 -4.58807  0.13
H 0.94605 -19.45011 -4.04756  0.09
H -1.26075 -19.51371 -5.08878  0.11
H -1.64098 -18.48222 -7.36610  0.11
H 0.12600 -17.01505 -8.33884  0.12
H 2.27910 -16.73679 -7.10789  0.11
H 5.25562 -15.78121 -4.93715  0.11
H 6.81099 -15.28421 -6.83552  0.11
H 6.83851 -16.75695 -8.85138  0.10
H 5.11186 -18.67333 -9.00253  0.12
H 3.67298 -19.10788 -7.11322  0.12
H 2.28543 -13.95362 -2.95445  0.11
H 2.01109 -13.39814 -0.44968  0.10
H 2.77868 -15.22673 1.24252  0.12
H 3.42602 -17.32707 0.35687  0.12

[3]
Below is C47H50BrF6N2O5PS2 as an isolated structure at a distorted geometry, with properties calculated with ωB97M-V with the def2-TZVPD basis set.

Calculated values
Multiplicity: 1
Highest occupied orbital energy (Ha): -0.3176
E (hartree): -6617.50604
Gap between HOMO and LUMO (eV): 8.53
LUMO (eV): -0.1164

Last column: Löwdin charge in e.
Atoms and positions in Å:
C -4.35538 -4.08740 3.71315  -0.10
C -2.86161 -3.59577 3.33320  -0.28
N -2.37988 -4.08460 2.00483  -0.20
C -2.49142 -5.56652 1.84864  -0.24
C -3.78651 -5.83784 0.90369  -0.09
C -1.04524 -3.58441 1.66842  -1.00
S -0.29410 -3.89319 0.17506  0.56
S -0.15076 -2.53938 2.89643  0.86
C 1.23287 -1.61012 2.09359  -0.49
C 0.93300 -0.04724 1.84891  -0.22
C 0.33652 0.24236 0.36861  -0.10
C -1.05475 1.06123 0.41836  -0.23
O -0.81679 2.31516 -0.32063  0.01
C -1.04703 1.96155 -1.68285  -0.39
O -0.56333 2.41230 -2.73553  0.14
O -2.00441 0.89052 -1.82386  -0.09
C -2.29684 0.54554 -0.43504  -0.72
Br -2.68350 -1.40226 -0.45828  0.84
P -3.99520 1.28572 0.03502  0.65
N -4.67233 0.57624 1.29976  -0.21
O -5.07056 1.04322 -1.27736  -0.19
O -3.78710 2.95785 0.39528  -0.21
H -5.13665 -3.57892 3.05877  0.08
H -4.51273 -3.75633 4.81047  0.09
H -4.47278 -5.22612 3.72018  0.07
H -2.92878 -2.44525 3.27026  0.12
H -2.19168 -3.94472 4.20679  0.12
H -2.71501 -6.11917 2.84046  0.12
H -1.57050 -6.07309 1.41012  0.09
H -3.82808 -6.94126 0.56108  0.08
H -4.77786 -5.67245 1.47537  0.06
H -3.80479 -5.11177 0.00687  0.08
H 2.13078 -1.65907 2.82033  0.09
H 1.59780 -2.04290 1.10374  0.05
H 1.95369 0.49195 1.89327  0.12
H 0.30080 0.41000 2.68835  0.11
H 0.26791 -0.72973 -0.25030  0.11
H 1.07485 0.91452 -0.20582  0.14
H -1.32363 1.18336 1.52839  0.17
H -5.56740 0.17053 0.96872  -0.01
H -4.59873 0.68988 -2.06628  0.07
H -3.20686 3.06306 1.18489  0.08
F -9.99146 4.87481 -1.36384  0.06
C -8.71410 4.86388 -1.77613  -0.29
C -7.75113 4.24703 -0.99264  -0.01
C -6.42825 4.23144 -1.42256  -0.08
C -6.08213 4.84201 -2.62546  -0.10
C -7.05657 5.46292 -3.40167  -0.08
C -8.38150 5.46943 -2.97788  -0.02
H -8.03813 3.78427 -0.05552  0.12
H -5.66716 3.74519 -0.82156  0.07
H -5.04884 4.83282 -2.95762  0.10
H -6.78425 5.94164 -4.33637  0.11
H -9.15487 5.94024 -3.57339  0.12
F 1.09202 -7.00038 0.97682  0.04
C 2.37113 -7.00723 0.57045  -0.29
C 3.32857 -7.64074 1.34720  -0.02
C 4.65384 -7.65102 0.92391  -0.09
C 5.00765 -7.01832 -0.26555  -0.10
C 4.03773 -6.38201 -1.03474  -0.09
C 2.71198 -6.38091 -0.61822  -0.03
H 3.03564 -8.11999 2.27413  0.11
H 5.41015 -8.15001 1.52031  0.10
H 6.04262 -7.02218 -0.59250  0.10
H 4.31524 -5.88611 -1.95885  0.11
H 1.94380 -5.89684 -1.20982  0.10
F 1.65221 -3.26855 -5.16358  0.06
C 0.66863 -2.36187 -5.04461  -0.29
C 0.27607 -1.63351 -6.15660  -0.02
C -0.74636 -0.69777 -6.03425  -0.08
C -1.35680 -0.49376 -4.79908  -0.09
C -0.95091 -1.22749 -3.68828  -0.09
C 0.06384 -2.17117 -3.81222  -0.01
H 0.76837 -1.80010 -7.10764  0.12
H -1.06655 -0.12772 -6.89977  0.11
H -2.15109 0.23978 -4.70365  0.10
H -1.42421 -1.06491 -2.72530  0.02
H 0.38655 -2.75793 -2.95936  0.10
F 4.06658 -3.40372 0.55531  0.06
C 4.77449 -2.27557 0.40245  -0.29
C 4.51358 -1.45054 -0.68100  -0.02
C 5.24407 -0.27694 -0.83724  -0.08
C 6.23415 0.05261 0.08575  -0.10
C 6.49064 -0.78618 1.16704  -0.09
C 5.75309 -1.95431 1.32996  -0.01
H 3.74481 -1.72788 -1.39337  0.12
H 5.04302 0.37969 -1.67701  0.11
H 6.80670 0.96639 -0.03931  0.10
H 7.26484 -0.52987 1.88258  0.10
H 5.93300 -2.61442 2.17041  0.12
F 6.63673 0.32526 4.61639  0.06
C 7.34499 1.45581 4.46387  -0.29
C 7.08487 2.28100 3.38106  -0.03
C 7.81478 3.45492 3.22531  -0.08
C 8.80406 3.78463 4.14864  -0.10
C 9.06008 2.94564 5.22958  -0.08
C 8.32290 1.77712 5.39183  -0.02
H 6.31668 2.00383 2.66814  0.11
H 7.61386 4.11160 2.38566  0.11
H 9.37619 4.69842 4.02417  0.10
H 9.83368 3.20177 5.94558  0.11
H 8.50266 1.11684 6.23210  0.12
F -0.70172 9.88457 -2.20755  0.06
C -1.48846 8.82564 -1.95927  -0.29
C -0.94121 7.55219 -1.97671  -0.02
C -1.75560 6.45522 -1.71441  -0.07
C -3.10995 6.64400 -1.44837  -0.10
C -3.64945 7.92693 -1.43845  -0.08
C -2.83347 9.02513 -1.68978  -0.02
H 0.11290 7.42460 -2.19390  0.12
H -1.33609 5.45452 -1.71799  0.10
H -3.74533 5.78733 -1.24812  0.08
H -4.70535 8.07143 -1.23508  0.11
H -3.23445 10.03184 -1.67749  0.12

[4]
Below is a 17-piece molecular cluster, CH33O19 overall at a distorted geometry, with properties calculated with ωB97M-V with the def2-TZVPD basis set.

Calculated values
Charge: -1
Multiplicity: 1
Highest occupied orbital energy (Ha): -0.2737
E (hartree): -1487.59630
Gap between HOMO and LUMO (eV): 9.92
LUMO (eV): 2.4731

Last column: Löwdin charge in e.
Atoms and positions in Å:
C 0.34951 0.03455 -0.45287  -0.79
O 0.97451 0.94555 0.07413  0.00
O -0.61949 -0.53945 0.24313  0.13
O 0.57951 -0.39645 -1.57887  -0.02
H -0.80249 -0.13445 1.05213  0.05
O 2.08851 -0.01445 2.38213  -0.04
H 2.00551 -0.31045 1.47513  0.02
H 2.89951 -0.41545 2.76513  0.11
O 1.57051 -2.75845 0.80113  -0.04
H 0.69751 -2.33445 0.85813  0.03
H 1.44451 -3.55145 0.29813  0.05
O -0.07049 2.69155 1.64213  -0.03
H 0.59751 3.36055 1.55613  0.04
H 0.37251 1.97655 1.24713  -0.05
O 0.70251 -1.16745 -4.15887  -0.03
H 0.42651 -1.20545 -3.24387  -0.02
H 0.81651 -2.05545 -4.43587  0.01
O 3.26751 -1.30845 -0.58387  -0.07
H 2.83651 -1.88445 0.07113  -0.02
H 2.56251 -0.91345 -1.11587  0.01
O -0.98649 -3.81445 0.62513  -0.07
H -1.82049 -4.24045 0.72613  0.02
H -1.10449 -3.35345 -0.24787  0.02
O -3.79949 -0.94345 2.28813  -0.02
H -3.49649 -0.06045 2.16413  -0.03
H -4.71449 -0.78645 2.40713  0.03
O -0.43449 -2.80045 -1.96987  -0.03
H -0.18549 -1.97345 -1.61787  -0.04
H 0.29951 -3.20045 -2.46887  0.07
O 3.17451 1.81655 -0.91487  -0.06
H 2.34151 1.40955 -0.66187  -0.05
H 3.05551 2.55255 -1.49887  0.02
O -0.62049 -0.21145 3.02513  -0.02
H -0.56349 -1.17545 3.01013  0.07
H 0.26651 0.05655 2.93513  -0.02
O 0.69051 1.74755 -3.24087  -0.04
H 0.69051 1.18055 -2.48687  -0.04
H 1.08751 1.33455 -3.99487  0.02
O 2.79451 2.61155 2.84213  -0.07
H 2.49951 3.35455 2.29813  0.02
H 2.54551 1.84055 2.29713  0.00
O -2.73549 1.70655 2.02713  -0.05
H -2.99349 1.74455 1.10113  0.04
H -1.85149 2.07955 2.12013  0.01
O -2.26849 0.76455 -2.22187  -0.01
H -1.47749 0.31155 -1.93387  -0.01
H -2.62549 1.15155 -1.42787  0.02
O -3.27149 -1.38245 -0.65187  -0.02
H -3.46549 -1.20545 0.23313  -0.04
H -2.41449 -1.01445 -0.77487  -0.03
O -0.21249 3.77655 -0.97087  -0.05
H -0.08349 2.98855 -0.43187  -0.01
H -1.01949 3.71555 -1.47987  0.03

[5]
Below is HN3O4S as an isolated structure at a distorted geometry, with properties calculated with ωB97M-V with the def2-TZVPD basis set.

Calculated values
Multiplicity: 1
Highest occupied orbital energy (alpha / beta) (Ha): -0.3651 / -0.3549
E (hartree): -863.78220
Gap between HOMO and LUMO (alpha / beta) (eV): 7.73 / 6.61
LUMO (alpha / beta) (eV): -2.2042 / -3.0454

Last column: Löwdin charge in e.
Atoms and positions in Å:
N 0.10951 2.71246 0.18926  0.10
N 0.93599 1.93472 0.28742  0.07
N 0.04345 -1.93908 0.48031  -0.47
O 0.80684 -2.25674 1.32432  0.07
O -0.69902 -2.69769 -0.15424  0.05
O 0.82489 -0.34313 -1.41694  -0.34
O -1.30761 0.04015 -0.22597  -0.39
S 0.12835 -0.15660 -0.21444  0.75
H -0.84239 2.70590 -0.26972  0.16